Entry from OMol25: a 3-piece molecular cluster, C7H16NO3PS overall (ωB97M-V/def2-TZVPD).

## Properties
Spin multiplicity: 3
<S²>: 2.008
Orbital gap (spin up / spin down) in eV: 7.413 / 6.740
Calculated total energy in hartree: -1296.1145
Energy relative to the best compared isomer or geometry (same formula, charge and spin) in eV: 0.0000
HOMO energy (spin up / spin down) in eV: -6.87 / -8.60
LUMO energy (spin up / spin down) in eV: 0.546 / -1.864
Largest force on an atom in eV/A: 4.9

Each line ends with the Löwdin charge.
Cartesian coordinates (Å):
C -0.0209 -0.1283 -1.5767  -0.202
C -0.2277 -1.4086 0.3557  -0.122
C 0.4034 1.0859 -0.7392  -0.186
C 0.2177 -0.2093 1.1938  -0.226
C -3.1326 -2.2152 -0.9472  -0.164
C -1.7521 -1.8484 -1.5298  -0.210
C -3.4970 -3.2838 -0.2660  -0.022
N -0.9755 -0.8350 -0.8430  -0.184
O 5.3160 2.0807 2.1940  -0.646
O 1.9554 4.4096 0.4463  -0.168
O 1.0494 0.6440 0.4227  -0.325
P 2.5631 2.0951 1.8775  0.618
S 4.3059 3.0784 1.8219  0.446
H -0.4822 0.3411 -2.4178  0.121
H 0.8532 -0.7582 -1.7773  0.134
H 0.6453 -2.0399 0.0496  0.132
H -1.0357 -2.0018 0.9507  0.146
H 1.2619 1.6116 -1.1470  0.130
H -0.4137 1.6610 -0.6194  0.092
H -0.6677 0.3186 1.6898  0.148
H 0.8282 -0.5108 2.0315  0.103
H -3.8863 -1.3690 -0.8785  0.115
H 1.4181 4.8551 1.1731  0.084
H -1.8724 -1.3253 -2.4608  0.099
H -1.2272 -2.8427 -1.7460  0.139
H -4.5480 -3.3496 0.0436  0.058
H -2.9671 -4.2037 -0.1371  0.048
H 2.6244 5.0262 0.2499  -0.004
H 3.2642 1.1221 2.5855  -0.154